Record 1
The following is a DFT calculation (ωB97M-V with the def2-TZVPD basis set) of a molecular structure, C3H4N2O2 in a non-equilibrium geometry.

CARTESIAN COORDINATES (ANGSTROEM)
C 0.007 -0.696 -1.895
C 1.040 0.676 0.655
C -1.208 -0.049 1.268
H -0.348 -0.851 -2.807
H 1.320 -1.008 -1.495
H 1.129 1.023 1.713
H -0.526 0.187 2.269
N -0.713 -0.238 -0.976
N -0.212 0.115 0.348
O 2.044 0.786 -0.001
O -2.533 0.055 0.920

Computed properties:
Orbital gap (eV): 9.6
Highest occupied orbital energy (eV): -9.93


Record 2
The following is a DFT calculation (ωB97M-V with the def2-TZVPD basis set) of 9 unconnected molecules or ions with the total composition C18H54O16 in a non-equilibrium geometry.

CARTESIAN COORDINATES (ANGSTROEM)
O -6.133 1.679 15.559
C -6.190 3.061 15.516
C -7.063 3.707 14.544
O -6.928 3.335 13.178
H -5.827 1.316 14.731
H -6.618 3.307 16.495
H -5.158 3.423 15.382
H -6.949 4.768 14.620
H -8.033 3.455 14.872
H -6.175 3.737 12.798
O -2.327 -0.119 20.274
C -2.536 -0.862 21.450
C -3.154 -2.226 21.112
O -4.321 -2.085 20.332
H -2.032 0.771 20.537
H -1.592 -0.917 21.975
H -3.291 -0.279 22.046
H -3.483 -2.670 22.071
H -2.367 -2.859 20.664
H -4.019 -1.486 19.651
O -5.611 -7.923 18.734
C -5.196 -6.603 18.481
C -5.152 -5.951 19.787
O -4.328 -4.756 19.659
H -6.532 -7.962 18.989
H -4.239 -6.602 18.030
H -5.848 -6.119 17.727
H -4.585 -6.619 20.422
H -6.093 -5.678 20.239
H -4.886 -3.987 19.854
O -6.406 -1.404 22.325
C -7.351 -1.971 21.457
C -8.763 -1.603 21.906
O -8.898 -0.209 21.757
H -6.629 -0.482 22.431
H -7.169 -1.633 20.434
H -7.217 -3.084 21.382
H -8.837 -1.822 22.961
H -9.456 -2.092 21.214
H -9.011 -0.101 20.799
O -12.477 -1.379 15.537
C -11.465 -0.548 15.008
C -10.129 -0.851 15.790
O -9.104 -0.165 15.139
H -13.180 -1.339 14.871
H -11.451 -0.714 13.919
H -11.768 0.473 15.120
H -9.911 -1.957 15.859
H -10.329 -0.586 16.867
H -8.331 -0.189 15.734
O -8.307 0.638 19.246
C -7.528 1.851 19.256
C -7.924 2.713 20.420
O -7.517 2.273 21.692
H -8.064 0.120 18.488
H -6.488 1.485 19.458
H -7.689 2.395 18.360
H -9.020 2.812 20.247
H -7.419 3.643 20.285
H -8.167 1.546 21.827
O -5.458 -3.212 13.076
C -6.770 -3.835 12.871
C -7.794 -2.746 12.962
O -7.521 -1.983 14.081
H -5.617 -2.654 13.834
H -6.846 -4.176 11.848
H -6.982 -4.609 13.607
H -8.786 -3.201 12.981
H -7.718 -2.146 12.044
H -8.229 -1.312 14.201
C -6.157 -2.443 17.545
C -5.973 -1.103 16.832
O -7.148 -0.330 17.029
H -7.084 -2.922 17.172
H -6.234 -2.373 18.596
H -5.287 -3.059 17.242
H -5.800 -1.359 15.761
H -5.094 -0.446 17.152
H -7.074 0.597 16.668
C -4.805 -0.375 11.226
C -4.985 0.777 12.258
O -4.386 0.595 13.565
H -5.220 -1.291 11.643
H -3.768 -0.526 10.891
H -5.408 -0.050 10.375
H -6.072 0.809 12.439
H -4.657 1.699 11.779
H -3.640 -0.006 13.416

Computed properties:
Orbital gap (eV): 10.0
Highest occupied orbital energy (eV): -9.59
SMILES: OCCO.OCCO.OCCO.OCCO.OCCO.OCCO.OCCO.CCO.CCO


Record 3
The following is a DFT calculation (ωB97M-V with the def2-TZVPD basis set) of 2 unconnected molecules or ions with the total composition C2H6N5S in a non-equilibrium geometry.

CARTESIAN COORDINATES (ANGSTROEM)
C 0.560 -2.290 -0.163
C -0.591 0.698 -0.252
N -0.814 1.301 -1.324
N 0.385 -3.018 -1.087
N -1.497 0.400 0.625
N 0.715 0.565 0.235
N 1.222 1.519 0.875
S 0.650 -1.582 1.260
H -0.023 1.375 -1.910
H -1.436 -0.193 1.423
H -2.413 0.245 0.228
H 2.170 1.850 0.732
H 0.721 2.086 1.428
H 0.352 -2.956 -2.070

Computed properties:
Orbital gap (alpha / beta) (eV): 7.7 / 7.7
Highest occupied orbital energy (alpha / beta) (eV): -13.93 / -13.93
Charge: +1


Record 4
The following is a DFT calculation (ωB97M-V with the def2-TZVPD basis set) of a molecular structure, C32H26CeCl2N7O2SSe3 in a non-equilibrium geometry.

CARTESIAN COORDINATES (ANGSTROEM)
Ce -0.034 0.444 0.319
Se -0.038 0.836 -3.092
Se 1.786 1.694 -1.733
C 2.686 -0.015 -1.785
C 3.908 -0.154 -2.418
C 4.490 -1.414 -2.412
C 3.826 -2.457 -1.784
C 2.609 -2.204 -1.171
N 2.040 -0.998 -1.158
C -1.329 2.105 -2.441
C -2.281 2.620 -3.305
C -3.195 3.525 -2.791
C -3.078 3.907 -1.463
C -2.070 3.361 -0.685
N -1.216 2.438 -1.148
H 4.372 0.692 -2.904
H 5.444 -1.573 -2.897
H 4.240 -3.455 -1.779
H 2.073 -2.995 -0.660
H -2.283 2.323 -4.344
H -3.971 3.941 -3.420
H -3.756 4.629 -1.030
H -1.932 3.668 0.341
Cl -1.650 -2.217 1.484
C -1.613 -3.164 -0.014
Cl -0.688 -2.225 -1.210
H -2.624 -3.301 -0.378
H -1.115 -4.111 0.151
C 0.338 2.111 8.539
C 0.197 2.107 7.046
C -0.345 1.000 6.392
C -0.519 1.010 5.019
C -0.138 2.128 4.292
C 0.382 3.251 4.921
C 0.559 3.224 6.292
S -0.451 2.159 2.560
O 0.803 1.857 1.821
O -1.016 3.428 2.203
N -1.368 0.913 2.151
C -2.759 1.133 2.095
C -3.489 1.737 3.091
C -4.874 1.929 2.962
C -5.534 1.532 1.835
C -4.817 0.942 0.773
C -5.431 0.557 -0.437
C -4.669 0.019 -1.435
C -3.292 -0.134 -1.231
N -2.666 0.201 -0.119
C -3.419 0.737 0.895
H 0.425 1.099 8.928
H -0.547 2.567 8.989
H 1.204 2.690 8.854
H -0.654 0.138 6.970
H -0.987 0.179 4.512
H 0.631 4.128 4.336
H 0.971 4.089 6.797
H -2.987 2.074 3.990
H -5.422 2.393 3.772
H -6.603 1.674 1.738
H -6.498 0.700 -0.561
H -5.104 -0.289 -2.376
H -2.685 -0.549 -2.028
Se 0.829 -1.877 3.439
N 2.277 -1.336 4.210
C 2.963 -0.588 3.358
C 4.209 0.048 3.586
C 4.725 0.774 2.556
C 4.014 0.896 1.331
N 2.865 0.323 1.075
C 2.349 -0.432 2.067
N 1.182 -1.063 1.907
H 4.708 -0.046 4.542
H 5.676 1.276 2.659
H 4.426 1.506 0.533

Computed properties:
Orbital gap (alpha / beta) (eV): 6.8 / 6.8
Highest occupied orbital energy (alpha / beta) (eV): -13.20 / -13.21
Multiplicity: 2
Charge: +2


Record 5
The following is a DFT calculation (ωB97M-V with the def2-TZVPD basis set) of a single C4H10O2 molecule.

CARTESIAN COORDINATES (ANGSTROEM)
C -0.298 1.730 -1.808
O -0.613 1.249 -0.496
C -0.778 -0.193 -0.231
C 0.232 -0.426 0.905
C 0.468 -1.775 1.591
O 1.446 0.117 0.444
H -0.022 0.921 -2.493
H -1.145 2.280 -2.233
H 0.550 2.439 -1.786
H -0.582 -0.721 -1.166
H -1.791 -0.465 0.123
H -0.199 0.213 1.691
H 1.139 -1.582 2.439
H 0.948 -2.539 0.971
H -0.458 -2.187 2.013
H 1.103 0.938 0.035

Computed properties:
Orbital gap (eV): 10.8
Highest occupied orbital energy (eV): -9.76
SMILES: COC[C@@H](C)O


Please write out number 1 again, unchanged.
The following is a DFT calculation (ωB97M-V with the def2-TZVPD basis set) of a molecular structure, C3H4N2O2 in a non-equilibrium geometry.

CARTESIAN COORDINATES (ANGSTROEM)
C 0.007 -0.696 -1.895
C 1.040 0.676 0.655
C -1.208 -0.049 1.268
H -0.348 -0.851 -2.807
H 1.320 -1.008 -1.495
H 1.129 1.023 1.713
H -0.526 0.187 2.269
N -0.713 -0.238 -0.976
N -0.212 0.115 0.348
O 2.044 0.786 -0.001
O -2.533 0.055 0.920

Computed properties:
Orbital gap (eV): 9.6
Highest occupied orbital energy (eV): -9.93